ORCA calculation (ωB97M-V/def2-TZVPD) on a structure of composition C32H36AsAuF3GeNSSi.

```
77
Properties=species:S:1:pos:R:3:forces:R:3
C -3.398340 -0.982927 -5.917511 -0.04 0.01 -0.06
C 3.766366 0.254409 4.892922 0.01 0.02 0.00
C 4.784114 -0.566789 4.422742 0.00 0.01 -0.02
H 2.320833 -1.533165 3.214832 -0.04 -0.06 0.00
H 3.582940 0.337366 5.956234 0.01 0.00 0.00
C 2.850674 0.697118 -1.133644 -0.01 -0.02 -0.01
H -1.185221 -3.762659 3.056605 -0.01 -0.01 0.01
C 1.270585 -1.747110 3.408001 0.04 -0.06 -0.04
C 2.651037 1.892503 -0.440766 0.00 0.04 -0.03
H 4.506336 0.038309 1.108445 -0.02 0.01 -0.03
C 5.040074 -0.646361 3.060136 -0.01 0.00 0.05
H 3.257474 4.047498 -2.997829 -0.01 -0.01 0.00
H -1.353997 1.238355 -5.462109 0.01 0.00 0.02
C -0.783077 1.264781 2.015958 0.05 0.07 -0.04
C -1.158808 -0.366887 -4.031560 -0.01 0.07 -0.08
H -0.667828 3.015504 -3.892483 0.00 -0.01 -0.01
As 0.412739 -2.310275 1.785176 -0.07 -0.02 0.00
H 1.432411 -4.587515 1.948094 0.00 -0.01 0.01
H -2.878700 2.566849 1.016313 0.00 0.00 0.01
C 3.230888 0.893847 2.624876 0.05 0.01 0.04
H -3.790701 -1.612490 -6.720384 0.01 0.00 0.02
H -1.417095 0.463786 4.469551 -0.01 0.01 0.00
Ge 2.124490 1.917745 1.423020 -0.06 -0.03 -0.11
H 1.851639 3.332728 1.926135 -0.01 0.03 -0.03
H 0.902226 -4.263806 0.281744 0.00 0.00 -0.01
C -0.374923 1.652959 -2.252778 0.05 0.08 -0.07
H 5.851484 -1.263214 2.696615 0.00 0.00 0.00
C 0.302289 1.076583 1.450038 0.09 0.12 0.12
H 2.212025 1.627232 4.380548 0.01 0.00 -0.01
Au 0.035831 -0.633241 0.057597 -0.04 -0.10 0.00
H -0.871038 -3.788106 -4.496217 0.00 0.01 0.01
C -4.244193 2.402198 2.661401 0.00 0.00 0.00
H 5.391854 -1.127695 5.120531 -0.01 0.00 0.00
C -4.423962 1.919435 3.949449 0.02 0.00 -0.01
C -2.020918 1.478888 2.664145 -0.01 -0.05 0.00
C -1.094702 0.980644 -4.441732 0.01 -0.02 0.06
H -2.551366 -3.511409 -3.991225 0.01 0.01 0.00
C -1.833546 -3.376153 -4.800951 -0.02 0.01 -0.06
H -5.039404 2.947946 2.174094 0.01 0.00 0.00
C -0.714731 1.982062 -3.577256 0.01 -0.03 0.01
C 2.802398 3.096246 -1.129739 -0.01 0.03 0.02
N -0.414532 0.414616 -1.834006 -0.07 -0.20 -0.01
H 1.178146 -2.548194 4.140016 0.00 -0.02 0.01
C 3.176110 0.700095 -2.482380 0.00 0.02 -0.02
S -0.770464 -2.120969 -1.928736 0.07 0.19 -0.07
H -0.688335 -2.080498 -7.572813 0.00 0.00 0.02
H -2.187425 -3.974269 -5.646382 0.01 0.00 0.02
C 3.126885 3.105213 -2.481227 0.02 -0.03 -0.02
F -5.507232 2.880011 5.789004 -0.01 0.02 0.02
C -5.723481 2.152740 4.687442 0.01 0.00 0.00
H -1.892983 -2.157136 2.758710 0.00 0.00 0.00
C 1.396085 -3.842365 1.154703 0.00 0.02 0.03
C -3.041170 2.186200 2.015766 0.01 0.01 0.01
H -0.381456 -0.411823 -7.122434 0.00 -0.01 0.02
C -0.797802 -0.590898 -2.692268 0.01 -0.02 0.08
Si -1.727540 -1.618919 -5.401226 0.04 -0.02 0.09
C -0.437755 -1.429605 -6.731281 -0.01 0.00 -0.06
C 2.996437 0.981534 3.997620 0.01 0.05 0.03
F -6.616644 2.792635 3.931188 -0.02 0.01 0.00
H 2.407421 -3.538427 0.893608 0.02 0.00 -0.01
H 3.346946 -0.234300 -3.002557 0.00 0.00 0.01
H -1.848814 -3.362828 1.455405 0.00 -0.01 -0.01
C 3.309414 1.907091 -3.159153 -0.01 0.01 0.02
H 2.679983 4.040779 -0.611197 -0.02 -0.01 0.00
H -3.578073 0.861336 5.615652 0.00 0.00 -0.01
H -4.118847 -1.014818 -5.097771 0.02 -0.01 0.00
H 2.767822 -0.257641 -0.620862 0.02 -0.02 0.04
C -2.216067 0.994965 3.968479 -0.01 0.00 -0.01
H 0.792136 -0.844117 3.776435 -0.03 0.00 0.01
H 0.556356 -1.715702 -6.382414 -0.02 0.00 0.02
H 3.578750 1.913284 -4.207618 0.00 0.00 0.01
C 4.270607 0.086201 2.164738 -0.04 -0.02 -0.04
F -6.258756 0.985125 5.068442 -0.01 -0.02 0.00
C -1.317785 -2.971367 2.320493 0.02 0.00 0.01
H -3.365978 0.038391 -6.302017 0.01 -0.01 0.02
C -3.416124 1.219888 4.607658 0.01 -0.01 0.00
H -0.053995 2.408584 -1.548036 0.01 0.00 0.05
```
Forces are in eV/Å.

Properties
* multiplicity: 3
* frontier orbital gap (alpha / beta): 7.42 / 5.42 eV
* <S²>: 2.043
* total charge: +2
* energy above the lowest of the compared OMol25 structures with the same formula, charge and spin: 0.000 eV

These are the Mulliken partial charges, in e, on atoms 1 to 2: -1.038 -0.580